Record 1
Here is a molecular structure, C33H31BrI2N4O3RbS2 from the OMol25 dataset. Energies are from the ωB97M-V functional and the def2-TZVPD basis.

Cartesian coordinates (Å):
Rb: 0.50475 -0.16353 0.99399
C: 1.97443 -1.92104 2.98570
C: 2.22342 -2.64474 1.79618
C: 3.27223 -2.00116 1.10217
C: 3.67233 -0.87986 1.86580
C: 2.86111 -0.82665 3.02141
C: 2.98188 0.17311 4.13678
C: 4.91566 -0.06367 1.65421
C: 3.95076 -2.50210 -0.14271
C: 1.45353 -3.84667 1.32659
C: 0.89950 -2.21174 3.99448
H: 3.65726 -0.15898 4.93656
H: 2.01578 0.37737 4.60733
H: 3.37122 1.13095 3.77849
H: 5.74765 -0.40974 2.28137
H: 4.76869 0.99538 1.89480
H: 5.27120 -0.11871 0.62041
H: 4.77790 -3.19192 0.07172
H: 4.37375 -1.68245 -0.73249
H: 3.25762 -3.03423 -0.80016
H: 2.02795 -4.41874 0.59192
H: 0.48988 -3.59768 0.85755
H: 1.22486 -4.52804 2.15192
H: 1.22928 -1.98630 5.01233
H: 0.61319 -3.26661 3.97624
H: -0.02524 -1.63813 3.83626
I: -3.90470 2.48897 3.73899
C: -4.18699 0.89505 2.42212
C: -5.47818 0.43258 2.17684
C: -5.71599 -0.54163 1.24145
I: -7.67961 -1.22357 0.99463
C: -4.63996 -1.08769 0.49533
C: -4.79129 -2.04271 -0.53403
C: -3.69598 -2.50058 -1.20916
C: -2.43122 -2.01401 -0.84384
N: -2.24578 -1.12516 0.10017
C: -3.31927 -0.64153 0.76853
C: -3.03530 0.40586 1.76819
O: -1.87260 0.82521 1.96515
H: -6.30361 0.85732 2.73326
H: -5.78323 -2.39620 -0.78434
H: -3.78921 -3.22185 -2.01113
H: -1.54453 -2.36737 -1.35916
Br: -6.74894 1.60203 -1.78525
C: -4.87418 1.76754 -1.55411
C: -4.02487 1.08685 -2.41378
C: -2.65772 1.18306 -2.22637
C: -2.14363 1.97493 -1.20333
C: -3.01038 2.63499 -0.33781
C: -4.38245 2.53097 -0.51154
N: -0.73951 2.01254 -1.04991
C: -0.18780 3.10066 -0.71724
C: 1.27372 3.19249 -0.50009
C: 1.85393 4.42223 -0.22038
C: 3.22556 4.48331 -0.02030
C: 3.96306 3.31718 -0.10266
C: 3.29304 2.13030 -0.38353
N: 1.98506 2.06401 -0.57968
H: -4.43000 0.46969 -3.20374
H: -1.97275 0.63530 -2.86253
H: -2.62032 3.15594 0.52738
H: -5.05602 3.00842 0.18694
H: -0.75515 4.02835 -0.58558
H: 1.23755 5.30984 -0.15705
H: 3.70615 5.42730 0.20261
H: 5.03212 3.30991 0.05908
H: 3.82801 1.18918 -0.43426
C: 0.38990 -4.31358 -2.20574
O: 0.88819 -2.99008 -1.97038
C: 0.69595 -2.06127 -2.89862
S: -0.17537 -2.22343 -4.26013
S: 1.59274 -0.63701 -2.37063
H: 0.69620 -4.88154 -1.33357
H: 0.82533 -4.71511 -3.11998
H: -0.69438 -4.29905 -2.30128
O: 1.24551 1.59559 -3.53603
N: 0.70199 0.56718 -3.43622

## Properties
HOMO level ... -0.1303 Eh
Charge ... -1
Gap between HOMO and LUMO ... 4.955 eV
Calculated total energy ... -5710.7341 hartree
LUMO energy ... 1.409 eV

***

Record 2
Here is 2 unconnected molecules or ions with the total composition C4H10N2O at a distorted geometry from the OMol25 dataset. Energies are from the ωB97M-V functional and the def2-TZVPD basis.

Cartesian coordinates (Å):
C: 0.70848 0.56818 1.74489
C: 0.50293 1.28768 0.53409
N: 0.61687 0.52021 -0.74558
C: 0.63330 -0.92610 -0.57747
C: -0.72034 -1.52466 -0.20916
N: -1.69833 -1.51851 -1.32091
O: 0.05111 2.42096 0.51522
H: 0.98972 1.25650 2.57692
H: 0.16405 -0.36371 2.13895
H: 1.54995 -1.69985 1.07327
H: 1.46839 0.77666 -1.37543
H: 1.09543 -1.45713 -1.45583
H: 1.33077 -1.08914 0.32715
H: -0.54297 -2.64047 0.05618
H: -1.10994 -1.02108 0.71410
H: -2.57011 -1.95186 -0.91237
H: -1.96016 -0.62016 -1.75339

## Properties
HOMO level ... -0.2865 Eh
Gap between HOMO and LUMO ... 6.134 eV
Calculated total energy ... -342.9235 hartree
LUMO energy ... -1.663 eV

***

Record 3
Here is a molecular structure, C26H31GeN2O3W at a distorted geometry from the OMol25 dataset. Energies are from the ωB97M-V functional and the def2-TZVPD basis.

Cartesian coordinates (Å):
W: 0.37643 -0.40994 -0.60260
C: 4.34221 2.73271 -2.50862
N: 2.94681 2.52646 -2.04517
C: 2.06566 3.69793 -2.24523
C: 2.52099 1.40951 -1.56387
O: 1.28133 1.26544 -1.18865
C: 3.40693 0.19135 -1.45098
O: 2.64154 -0.82796 -0.78953
C: 3.23708 -1.53161 0.31751
C: 2.28277 -1.42437 1.49266
O: 1.13691 -0.85745 1.26927
N: 2.59558 -1.88959 2.65590
C: 1.67376 -1.82973 3.80949
C: 3.90420 -2.52171 2.95366
H: 4.71550 3.64302 -2.04562
H: 4.32346 2.84151 -3.59137
H: 4.98069 1.90056 -2.23227
H: 2.40285 4.49408 -1.58472
H: 1.03903 3.42459 -2.03875
H: 2.17193 4.01350 -3.28121
H: 4.32274 0.39478 -0.89727
H: 3.67505 -0.16364 -2.44955
H: 4.21526 -1.10986 0.54520
H: 3.36717 -2.57641 0.02770
H: 0.72404 -1.41464 3.49614
H: 2.13459 -1.21349 4.57912
H: 1.54273 -2.84322 4.18269
H: 4.47966 -2.69291 2.05003
H: 3.70574 -3.48088 3.42612
H: 4.45690 -1.87597 3.63307
C: -3.03582 -3.70189 1.98123
C: -3.82279 -2.63590 2.40958
C: -3.48506 -1.34076 2.05777
C: -2.34070 -1.10181 1.27671
C: -1.55816 -2.20211 0.87139
C: -1.89183 -3.49583 1.20208
Ge: -1.66981 0.48597 0.58240
C: -2.69723 2.06733 1.05521
C: -2.61314 2.58545 2.38084
C: -3.43317 3.60218 2.77051
C: -4.34740 4.18094 1.82028
C: -4.42999 3.67592 0.48672
C: -3.60517 2.66192 0.10934
C: -0.93969 -0.93940 -2.02519
C: -2.29204 -0.95929 -2.40577
C: -2.59940 -1.02864 -3.74596
C: -1.58438 -1.07757 -4.71495
C: -0.25227 -1.09198 -4.35290
C: 0.06375 -1.05880 -2.98833
H: -3.31826 -4.71291 2.24795
H: -4.70440 -2.82507 3.00710
H: -4.11327 -0.52165 2.38596
H: -0.65409 -2.12359 0.22303
H: -1.30261 -4.33682 0.86301
H: -1.92691 2.14798 3.09607
H: -3.42559 3.99039 3.78133
H: -4.96439 5.02089 2.12036
H: -5.14438 4.12232 -0.19299
H: -3.65438 2.28668 -0.90604
H: -3.08124 -0.93821 -1.66241
H: -3.63227 -1.04661 -4.06959
H: -1.85344 -1.13627 -5.76175
H: 0.52202 -1.19814 -5.10027
H: 1.11800 -1.22680 -2.72584

## Properties
HOMO level (alpha / beta) ... -0.7114 / -0.7378 Eh
Charge ... +4
Gap between HOMO and LUMO (alpha / beta) ... 7.009 / 5.085 eV
Multiplicity ... 4
Calculated total energy ... -3486.9726 hartree
LUMO energy (alpha / beta) ... -12.348 / -14.992 eV

***

Record 4
Here is a molecular structure, C3H5I2N at a distorted geometry from the OMol25 dataset. Energies are from the ωB97M-V functional and the def2-TZVPD basis.

Cartesian coordinates (Å):
C: -0.90608 -0.83715 -0.07861
C: -1.18371 0.55052 0.37579
C: 0.01309 0.25196 -0.47211
N: 1.54132 0.19698 0.32075
I: 2.46639 -1.57317 -0.05502
I: 2.69507 1.90876 -0.06640
H: -0.77338 -1.57236 0.74227
H: -1.31398 -1.29883 -0.90179
H: -1.95729 1.24432 0.24383
H: -0.72991 0.66947 1.35226
H: 0.14848 0.45951 -1.46096

## Properties
HOMO level ... -0.3152 Eh
Gap between HOMO and LUMO ... 7.712 eV
Calculated total energy ... -767.3200 hartree
LUMO energy ... -0.865 eV

***

Record 5
Here is a molecular structure, C36H34As2I2N7OSe2Tl at a distorted geometry from the OMol25 dataset. Energies are from the ωB97M-V functional and the def2-TZVPD basis.

Cartesian coordinates (Å):
Tl: -0.58813 -0.82473 -0.54227
Se: 2.09977 2.61237 6.69483
N: 0.88767 1.39597 6.31273
C: 0.77897 1.29147 5.00283
C: -0.09733 0.37857 4.32683
C: -0.92023 -0.52423 5.00713
C: -1.71303 -1.38343 4.27793
C: -1.65153 -1.32113 2.88663
N: -0.88213 -0.47533 2.23813
C: -0.11583 0.37677 2.91673
C: 0.73117 1.28457 2.15463
N: 0.66367 1.24857 0.82143
C: 1.43667 2.04277 0.11023
C: 2.33697 2.94397 0.67843
C: 2.41997 3.00867 2.05163
C: 1.61027 2.16637 2.82013
C: 1.63707 2.16367 4.25623
N: 2.41027 2.93567 4.99543
H: -0.90323 -0.53573 6.08653
H: -2.35683 -2.09663 4.76783
H: -2.22823 -1.99953 2.27123
H: 1.33317 1.95187 -0.96567
H: 2.94847 3.57357 0.05183
H: 3.08687 3.68857 2.55953
C: -5.72343 0.31357 -1.28967
As: -3.80333 -0.19613 -1.19907
C: -4.12803 -1.96223 -0.38157
C: -3.36103 0.89447 0.37833
C: -3.98813 0.69537 1.60003
C: -3.67043 1.45607 2.71113
C: -2.69083 2.42767 2.60833
C: -2.07993 2.65537 1.38793
C: -2.41833 1.91957 0.25803
As: -1.54413 2.25367 -1.47017
C: -1.01803 4.14657 -1.14767
C: -3.14673 2.78557 -2.50557
H: -6.22023 0.15177 -0.33377
H: -6.21373 -0.29693 -2.04997
H: -5.83283 1.35997 -1.57137
H: -4.65803 -1.90413 0.56723
H: -3.18993 -2.50103 -0.23897
H: -4.73503 -2.54533 -1.07547
H: -4.74883 -0.07063 1.69193
H: -4.17533 1.28607 3.65313
H: -2.41023 3.01467 3.47343
H: -1.31513 3.42007 1.32173
H: -0.17223 4.23427 -0.46787
H: -1.85923 4.71527 -0.75407
H: -0.72203 4.57837 -2.10587
H: -3.91503 3.19307 -1.84967
H: -3.55473 1.93867 -3.05747
H: -2.85863 3.54847 -3.22737
I: 0.00387 0.00857 -6.00187
C: 1.63677 -0.13643 -4.67527
C: 2.93447 -0.13003 -5.13487
C: 3.98017 -0.22853 -4.24067
I: 5.96137 -0.17373 -5.01857
C: 3.74887 -0.36583 -2.86567
C: 4.75707 -0.45163 -1.88467
C: 4.42177 -0.59453 -0.56647
C: 3.06667 -0.68433 -0.22337
N: 2.09967 -0.60003 -1.10367
C: 2.39617 -0.41343 -2.40077
C: 1.28207 -0.22863 -3.31437
O: 0.08627 -0.15703 -2.92887
H: 3.12907 -0.03633 -6.19257
H: 5.79277 -0.39113 -2.18377
H: 5.18087 -0.63763 0.19903
H: 2.76697 -0.81253 0.80943
C: 1.90407 -3.78263 1.27823
N: 2.07407 -3.78703 -0.14577
C: 3.24067 -3.60063 -0.83637
C: 2.92937 -3.55113 -2.15307
N: 1.57497 -3.70743 -2.26557
C: 0.79217 -3.64473 -3.46827
C: 1.05557 -3.85633 -1.03057
Se: -0.66223 -4.27403 -0.61847
H: 2.87927 -3.74403 1.75753
H: 1.36777 -4.67993 1.59193
H: 1.31477 -2.91053 1.57813
H: 4.18747 -3.53483 -0.34167
H: 3.56477 -3.42543 -3.00527
H: 1.45327 -3.52143 -4.32307
H: 0.09907 -2.80093 -3.41747
H: 0.20907 -4.56053 -3.57957

## Properties
HOMO level ... -0.2486 Eh
Gap between HOMO and LUMO ... 5.713 eV
Calculated total energy ... -11893.0882 hartree
LUMO energy ... -1.051 eV

***

Record 6
Here is C5H4N2 in the gas phase at a distorted geometry from the OMol25 dataset. Energies are from the ωB97M-V functional and the def2-TZVPD basis.

Cartesian coordinates (Å):
C: -2.32230 -0.13718 -0.50893
C: -1.27073 0.29168 -0.10808
C: -0.04989 0.76342 0.51701
N: 0.64478 -0.16592 1.40656
C: 1.27700 0.17456 0.14050
C: 1.31913 -0.67611 -1.03287
N: 1.36501 -1.25345 -2.03390
H: -3.26353 -0.51373 -0.85143
H: -0.05449 1.80687 0.82650
H: 0.18528 -1.07393 1.38405
H: 2.16976 0.78381 0.26059

## Properties
HOMO level ... -0.3696 Eh
Gap between HOMO and LUMO ... 10.933 eV
SMILES ... C#C[C@H]1N[C@H]1C#N
Calculated total energy ... -302.3163 hartree
LUMO energy ... 0.875 eV